Entry 1:
A 2-piece molecular cluster, C6H5Br overall in a non-equilibrium geometry. Source: the OMol25 dataset; level of theory: ωB97M-V with the def2-TZVPD basis set.

The structure (SMILES) is C#CC(=C)C#C.Br. The value obtained for the molar mass is 157.010 g mol⁻¹. The LUMO energy is 0.005 eV. Its multiplicity is 1. The orbital gap comes out at 9.321 eV. The value obtained for the calculated total energy is -76340.5310 eV.

```
12
Properties=species:S:1:pos:R:3:forces:R:3
C 0.5385 -1.5502 1.1014 -0.14 2.69 -1.19
C 0.8796 -0.4989 0.5610 -0.75 -2.82 0.96
C 1.1832 0.5723 -0.3329 1.47 0.83 -0.39
C 2.4364 1.0730 -0.4949 0.22 0.16 -0.65
C 0.0611 1.1326 -1.0516 -2.05 1.36 -0.59
C -0.9257 1.7142 -1.4968 2.39 -0.74 1.00
H -0.1542 -2.2598 1.5078 0.60 -0.17 0.19
H 2.7522 1.8338 -1.2359 -1.06 -0.38 0.39
H 3.3379 0.7364 0.0153 -0.65 -0.44 0.40
H -1.6157 2.4824 -1.7844 -0.09 -0.48 -0.14
Br -3.5981 0.0406 0.6251 0.65 0.04 -0.77
H -2.6204 0.1426 -0.4640 -0.60 -0.05 0.80
```
Forces are in eV/Å.

Entry 2:
One molecule with the formula C6H5BrCl2FN in a non-equilibrium geometry. Source: the OMol25 dataset; level of theory: ωB97M-V with the def2-TZVPD basis set.

The structure (SMILES) is F[C@H]1C=CC(CCl)=N[C@]1(Cl)Br. The value obtained for the molar mass is 260.921 g mol⁻¹. The LUMO energy is -0.779 eV. Its multiplicity is 1. The orbital gap comes out at 8.748 eV. The value obtained for the calculated total energy is -105595.1821 eV.

```
16
Properties=species:S:1:pos:R:3:forces:R:3
F -2.0239 0.5877 2.7675 0.74 -0.09 0.05
C -0.8707 -0.0650 2.3637 1.68 0.12 0.15
C -1.2307 -0.8373 1.0994 1.94 3.48 2.53
C -0.6284 -0.6190 -0.0222 2.82 1.69 -0.22
C 0.5121 0.4713 -0.1132 -2.43 -1.93 0.89
C 1.0540 0.6757 -1.4909 3.42 1.78 1.85
Cl 2.0116 -0.7540 -2.0012 -0.33 0.20 0.11
N 0.8479 1.2019 0.8725 2.33 0.46 -5.16
C 0.6000 1.1077 2.1430 -4.01 -2.64 3.82
Cl 0.2708 2.7155 2.8295 -0.31 -0.29 0.06
Br 2.1171 0.3388 3.1479 -0.40 -0.09 -0.39
H -0.6065 -0.8877 3.0826 0.04 1.30 0.02
H -2.0758 -1.3580 1.2855 -2.56 -2.12 -0.03
H -0.9500 -1.1950 -0.8264 -0.04 -0.48 -1.88
H 1.7744 1.5845 -1.4492 -1.24 -1.60 -0.19
H 0.3041 0.8565 -2.1719 -1.66 0.19 -1.62
```
Forces are in eV/Å.

Entry 3:
One molecule with the formula C6H5Cl2NO2 in a non-equilibrium geometry. Source: the OMol25 dataset; level of theory: ωB97M-V with the def2-TZVPD basis set.

The value obtained for the molar mass is 194.017 g mol⁻¹. The LUMO energy is 0.677 eV. Its multiplicity is 1. The orbital gap comes out at 9.497 eV. The value obtained for the calculated total energy is -36929.7956 eV.

```
16
Properties=species:S:1:pos:R:3:forces:R:3
C 0.3680 -1.4467 -0.7991 0.70 1.04 0.11
C 2.1770 -0.3243 0.4081 -0.70 1.75 -0.48
C -0.3080 -0.1164 -0.8950 0.43 -0.44 -2.09
C 1.5920 0.8176 0.0168 1.60 2.36 0.92
C -2.0969 0.9375 -0.2040 -1.94 0.45 1.17
C 1.5027 -1.4806 -0.1181 0.72 -0.60 0.61
N -2.8704 1.1759 0.8588 -2.32 0.35 2.18
O -1.2313 -0.0566 0.1561 -0.43 1.25 -0.87
O 0.5867 1.0053 -0.8010 -0.24 -0.86 0.35
Cl 2.1989 2.4638 0.5163 -0.24 -1.66 -0.35
Cl 2.2398 -2.9767 0.2855 0.33 -0.66 -0.10
H -0.0173 -2.3436 -1.2098 -0.68 -0.43 -0.32
H 3.1095 -0.2023 0.9394 -0.21 -0.76 0.20
H -0.7129 0.1410 -1.9137 -0.43 -0.83 1.33
H -3.8242 1.7203 0.9907 3.15 -1.15 -1.56
H -2.7137 0.6857 1.7690 0.24 0.18 -1.10
```
Forces are in eV/Å.

Entry 4:
C6H5Cl2NO3PmPr as an isolated structure in a non-equilibrium geometry. Source: the OMol25 dataset; level of theory: ωB97M-V with the def2-TZVPD basis set.

The value obtained for the molar mass is 495.924 g mol⁻¹. The LUMO energy (spin up / spin down) is -17.006 / -16.150 eV. Its multiplicity is 7. The orbital gap (spin up / spin down) comes out at 5.655 / 6.513 eV. Its expectation value of S² is 12.007. The value obtained for the calculated total energy is -69558.3982 eV. As for the charge: +4.

```
19
Properties=species:S:1:pos:R:3:forces:R:3
Pm -2.3331 2.7215 -3.3712 -0.12 -0.19 -0.15
Pr -0.0449 0.5640 -0.3404 2.04 -0.54 -3.59
Cl 0.1705 2.8805 -3.2339 -0.68 -0.47 0.79
Cl -2.5010 0.4905 -1.7033 0.93 0.49 0.28
C -0.8731 0.6096 1.7689 -0.68 -2.71 10.33
C -1.7151 4.1366 -5.4459 1.91 2.05 -3.26
C -3.9653 4.4003 -4.6613 -2.82 5.60 -4.99
O -0.7710 0.1878 2.8539 -1.32 2.91 -5.93
O -1.4277 4.8343 -6.2953 -0.71 -2.03 2.40
O -4.2814 5.2146 -5.4556 1.60 -5.19 5.19
C 2.0049 -3.3319 3.8618 0.09 -0.01 0.60
C 2.0995 -2.9966 2.3141 1.43 0.03 1.45
C 1.6578 -1.6710 1.8438 -0.86 0.02 -1.81
N 1.2076 -0.7649 1.2185 0.79 -1.49 0.72
H 2.3717 -2.5094 4.4916 -0.59 0.01 -0.28
H 2.6613 -4.1549 4.1957 0.06 0.18 -1.06
H 1.0151 -3.7138 4.1369 0.03 0.69 -0.09
H 3.1844 -3.1443 2.0530 -0.80 0.54 -0.17
H 1.5398 -3.7528 1.7689 -0.30 0.12 -0.44
```
Forces are in eV/Å.

Entry 5:
An isolated ion of composition C6H5ClF3N2O and charge +1 in a non-equilibrium geometry. Source: the OMol25 dataset; level of theory: ωB97M-V with the def2-TZVPD basis set.

The value obtained for the molar mass is 213.566 g mol⁻¹. The LUMO energy (spin up / spin down) is -7.138 / -5.210 eV. Its multiplicity is 1. The orbital gap (spin up / spin down) comes out at 7.344 / 8.622 eV. The value obtained for the calculated total energy is -31992.9793 eV. As for the charge: +1.

```
18
Properties=species:S:1:pos:R:3:forces:R:3
C -0.9266 1.5528 1.4307 -0.69 0.43 -0.85
C -0.4672 0.7750 0.2069 -0.01 3.00 2.07
C 0.5144 2.4585 -1.3551 -0.26 -0.92 0.92
C -0.8358 -1.2216 -1.1717 0.26 -2.88 1.03
C -0.2041 -0.6508 0.1982 -0.69 -3.03 -0.32
C 1.3214 -0.9740 0.2539 1.30 2.07 1.30
N -1.2996 2.7584 1.4746 0.67 -1.24 -0.58
N 0.0944 1.6138 -0.6677 0.35 0.33 -1.45
O -0.7264 -1.2347 1.4395 0.56 0.32 -1.74
F 1.8263 -0.4859 1.4397 -0.59 -0.03 -0.90
F 1.5203 -2.2488 0.2795 -0.02 -1.58 -0.44
F 2.1090 -0.4179 -0.7079 -1.10 -0.28 0.14
Cl 1.3831 3.5694 -2.0797 -0.03 0.17 -0.22
H -0.9567 0.9713 2.3227 -0.03 -0.62 0.91
H -1.2540 -2.3214 -1.1464 1.08 1.97 0.76
H -1.6893 -0.7001 -1.5338 -0.42 0.98 -0.14
H -0.0447 -1.2936 -1.9080 0.08 0.40 -0.32
H -0.3644 -2.1504 1.5244 -0.47 0.91 -0.17
```
Forces are in eV/Å.

Entry 6:
A 2-piece molecular cluster, C6H5ClN4O4 overall in a non-equilibrium geometry. Source: the OMol25 dataset; level of theory: ωB97M-V with the def2-TZVPD basis set.

The value obtained for the molar mass is 232.583 g mol⁻¹. The LUMO energy (spin up / spin down) is 4.744 / 4.744 eV. Its multiplicity is 1. The orbital gap (spin up / spin down) comes out at 6.146 / 6.147 eV. The value obtained for the calculated total energy is -32972.8556 eV. As for the charge: -2.

```
20
Properties=species:S:1:pos:R:3:forces:R:3
C -0.4474 -0.4217 0.7461 -1.14 0.45 -0.58
C -0.2352 0.8404 1.2597 -1.15 -3.13 -0.96
C -2.8540 -0.0864 0.6283 -0.22 -3.51 -1.72
C -2.7083 1.1526 1.3876 1.26 1.00 -0.52
C 0.6163 -1.3444 0.4598 1.55 2.35 1.64
C 2.0730 0.5401 0.4843 -2.70 3.85 1.07
N -1.7279 -0.7625 0.2028 0.78 4.38 2.53
N -1.3987 1.4840 1.6220 0.30 1.62 0.34
N 0.9917 1.3332 1.3214 2.25 -1.73 -1.31
N 1.7318 -0.5255 -0.1784 -1.04 -1.41 0.89
O 1.2342 2.5149 1.8881 0.32 0.07 -0.01
O 2.2758 -1.0442 -1.2013 0.85 0.16 -0.79
O -3.9031 -0.6574 0.3394 -1.14 0.98 0.44
O -3.6238 1.8932 1.6618 -0.53 0.14 0.46
Cl 2.6321 -4.8795 9.0444 0.02 -0.06 0.08
H 1.0581 -1.6653 1.4067 0.10 -0.88 -0.18
H 0.1468 -2.0566 -0.1419 0.63 -1.58 -1.29
H 2.7765 1.3100 0.1299 -0.06 -0.97 0.14
H -1.9944 -1.6722 0.0251 -0.15 -2.29 -0.63
H -1.2517 2.4159 1.9570 0.06 0.57 0.39
```
Forces are in eV/Å.

Entry 7:
C6H5ClNO2S as an isolated structure in a non-equilibrium geometry. Source: the OMol25 dataset; level of theory: ωB97M-V with the def2-TZVPD basis set.

The value obtained for the molar mass is 190.631 g mol⁻¹. The LUMO energy is 3.590 eV. Its multiplicity is 1. The orbital gap comes out at 7.712 eV. The value obtained for the calculated total energy is -35244.6076 eV. As for the charge: -1.

```
16
Properties=species:S:1:pos:R:3:forces:R:3
C -1.9230 -0.6006 -1.0711 -1.18 0.58 -0.48
C -0.9309 -0.2172 -1.9507 1.25 -1.11 -0.27
C -1.8153 -0.3368 0.2556 0.74 0.80 1.38
C 0.3756 0.0559 -1.5116 -0.85 0.71 -0.78
C -0.5666 0.1533 0.7433 -0.61 -1.67 -1.60
C 0.5162 0.2245 -0.1408 1.86 1.08 0.46
N 2.1743 -0.4819 1.5524 0.22 -1.19 -0.66
O -0.4496 0.3685 2.0306 -3.67 0.89 0.99
O 3.0691 1.2443 -0.4036 -0.90 -1.17 1.09
S 2.0867 0.8749 0.7043 -0.75 1.41 -1.74
Cl 2.6817 -0.1578 3.1760 0.56 0.31 0.82
H -2.9087 -0.9961 -1.3249 0.34 0.24 -0.78
H -1.0822 -0.2547 -2.9981 -0.29 -0.29 -0.94
H -2.7533 -0.4045 0.8333 1.02 -0.14 0.29
H 1.1525 0.2245 -2.3252 -0.72 -0.09 1.74
H 0.3736 0.3036 2.4307 2.98 -0.36 0.46
```
Forces are in eV/Å.

Entry 8:
One molecule with the formula C6H5ClS in a non-equilibrium geometry. Source: the OMol25 dataset; level of theory: ωB97M-V with the def2-TZVPD basis set.

The structure (SMILES) is ClC1=CSC=CC=C1. The value obtained for the molar mass is 144.626 g mol⁻¹. The LUMO energy is 0.064 eV. Its multiplicity is 1. The orbital gap comes out at 8.357 eV. The value obtained for the calculated total energy is -29657.3685 eV.

```
13
Properties=species:S:1:pos:R:3:forces:R:3
Cl 1.0626 -0.9942 2.2526 -0.06 1.09 -0.28
C 0.5022 -0.2789 0.6983 -0.02 -0.48 0.22
C 0.8158 0.9761 0.3486 -0.45 0.35 0.63
S 0.2245 1.7356 -1.1644 -0.21 -0.28 -0.14
C -1.4254 0.9997 -1.5149 1.30 -0.28 2.45
C -1.7469 -0.2767 -1.1674 -2.62 1.91 -4.01
C -1.0183 -1.5401 -0.9610 -0.10 0.68 -1.15
C -0.0536 -1.4373 -0.0791 3.79 -2.05 2.63
H 1.3907 1.6906 1.0278 -0.88 -1.23 -1.00
H -2.2314 1.7595 -1.7066 1.07 -0.86 -0.02
H -2.7741 -0.2134 -1.6559 0.54 -1.63 1.34
H -1.1373 -2.4445 -1.6461 -0.27 1.36 1.38
H 0.6515 -2.3167 0.3705 -2.09 1.43 -2.04
```
Forces are in eV/Å.

Q: Look up the calculated total energy of the seventh one.
A: -35244.6076 eV

Repeat the seventh record exactly.
C6H5ClNO2S as an isolated structure in a non-equilibrium geometry. Source: the OMol25 dataset; level of theory: ωB97M-V with the def2-TZVPD basis set.

The value obtained for the molar mass is 190.631 g mol⁻¹. The LUMO energy is 3.590 eV. Its multiplicity is 1. The orbital gap comes out at 7.712 eV. The value obtained for the calculated total energy is -35244.6076 eV. As for the charge: -1.

```
16
Properties=species:S:1:pos:R:3:forces:R:3
C -1.9230 -0.6006 -1.0711 -1.18 0.58 -0.48
C -0.9309 -0.2172 -1.9507 1.25 -1.11 -0.27
C -1.8153 -0.3368 0.2556 0.74 0.80 1.38
C 0.3756 0.0559 -1.5116 -0.85 0.71 -0.78
C -0.5666 0.1533 0.7433 -0.61 -1.67 -1.60
C 0.5162 0.2245 -0.1408 1.86 1.08 0.46
N 2.1743 -0.4819 1.5524 0.22 -1.19 -0.66
O -0.4496 0.3685 2.0306 -3.67 0.89 0.99
O 3.0691 1.2443 -0.4036 -0.90 -1.17 1.09
S 2.0867 0.8749 0.7043 -0.75 1.41 -1.74
Cl 2.6817 -0.1578 3.1760 0.56 0.31 0.82
H -2.9087 -0.9961 -1.3249 0.34 0.24 -0.78
H -1.0822 -0.2547 -2.9981 -0.29 -0.29 -0.94
H -2.7533 -0.4045 0.8333 1.02 -0.14 0.29
H 1.1525 0.2245 -2.3252 -0.72 -0.09 1.74
H 0.3736 0.3036 2.4307 2.98 -0.36 0.46
```
Forces are in eV/Å.

Q: The highest calculated total energy belongs to which entry?
A: C6H5ClS

Q: calculated total energy of number 3 (C6H5Cl2NO2)?
A: -36929.7956 eV